No. 1
{
  "formula": "C15H19ClN2OS",
  "method": "wB97M-V/def2-TZVPD",
  "symbols": ["O", "C", "N", "N", "C", "C", "H", "H", "C", "C", "C", "C", "C", "H", "H", "H", "H", "H", "H", "H", "H", "H", "H", "H", "C", "H", "H", "S", "C", "C", "C", "C", "C", "C", "H", "H", "Cl", "H", "H"],
  "xyz": [[-1.12912, -3.27054, 1.58347], [-0.31430, -2.80321, 0.81657], [0.55781, -1.84306, 1.20808], [1.52263, -1.38040, 0.37764], [2.14333, -0.29453, 0.59523], [3.17131, 0.08618, -0.42236], [4.16908, -0.05738, 0.00201], [3.06450, -0.59220, -1.26924], [3.01544, 1.54041, -0.88331], [1.55075, 1.96017, -1.04306], [0.93873, 2.53916, 0.23536], [0.63028, 1.51174, 1.32238], [1.85666, 0.67010, 1.70930], [1.65275, 0.13470, 2.64160], [2.71481, 1.31915, 1.88051], [-0.16863, 0.85002, 0.97604], [0.26227, 2.03815, 2.20614], [0.00405, 3.04391, -0.02029], [1.61738, 3.29563, 0.63852], [1.49039, 2.72995, -1.81564], [0.96713, 1.10259, -1.38229], [3.50748, 2.21711, -0.18178], [3.52941, 1.64267, -1.84024], [0.43493, -1.47015, 2.14873], [-0.21037, -3.20163, -0.63761], [0.81086, -3.50010, -0.87180], [-0.90709, -4.00906, -0.85865], [-0.51359, -1.78594, -1.75187], [-1.96287, -1.02481, -1.07782], [-2.94100, -1.72761, -0.38620], [-4.04292, -1.06075, 0.11688], [-4.17783, 0.30249, -0.08941], [-3.22116, 1.00829, -0.80342], [-2.11569, 0.34238, -1.29289], [-1.36268, 0.87797, -1.85004], [-3.33837, 2.06786, -0.96738], [-5.55596, 1.13332, 0.54346], [-4.79612, -1.60379, 0.66524], [-2.85429, -2.78877, -0.22190]],
  "atomic_forces_ev_per_a": [[-0.09, -0.09, 0.07], [0.03, -0.29, -0.23], [0.08, 0.78, 1.10], [0.42, -0.37, -0.60], [0.10, -0.10, 0.26], [0.13, 0.10, -0.06], [0.05, -0.05, -0.03], [0.02, -0.03, 0.03], [-0.08, -0.14, -0.10], [0.15, 0.32, 0.06], [-0.21, -0.22, -0.06], [0.08, 0.24, 0.05], [-0.41, -0.23, 0.06], [0.10, 0.05, 0.01], [0.06, -0.03, 0.07], [-0.02, -0.03, 0.05], [-0.05, -0.04, 0.00], [0.01, 0.08, 0.03], [0.00, 0.08, -0.01], [-0.04, -0.06, -0.05], [-0.10, -0.05, -0.11], [0.06, 0.06, -0.02], [0.07, 0.04, 0.05], [-0.04, -0.11, -0.24], [-0.28, 0.28, -0.29], [-0.03, -0.03, -0.04], [0.11, 0.02, 0.19], [-0.10, -0.14, -0.22], [0.18, -0.23, -0.08], [-0.01, 0.11, -0.05], [-0.09, 0.14, 0.02], [0.18, -0.12, -0.09], [-0.15, -0.01, 0.04], [0.04, -0.17, 0.04], [0.11, 0.12, -0.03], [-0.04, 0.10, 0.00], [-0.17, 0.10, 0.08], [-0.10, -0.01, 0.06], [0.03, -0.08, 0.03]],
  "lowdin_charge": [0.061, -0.552, 0.055, 0.067, -0.306, -0.137, 0.119, 0.116, -0.190, -0.197, -0.201, -0.184, -0.118, 0.109, 0.120, 0.102, 0.113, 0.106, 0.112, 0.110, 0.090, 0.106, 0.108, 0.156, -0.357, 0.079, 0.085, 0.952, -0.528, -0.083, -0.090, -0.678, -0.107, -0.119, 0.095, 0.105, 0.667, 0.110, 0.104],
  "orbital_gap_ev": 8.8,
  "e_lumo_ev": 0.6465,
  "de_lowest_kcal_mol": 16.7,
  "smiles": "O=C(CSc1ccc(Cl)cc1)NN=C1CCCCCC1"
}



No. 2
{
  "formula": "C4H6N2O",
  "method": "wB97M-V/def2-TZVPD",
  "symbols": ["C", "C", "C", "C", "N", "N", "O", "H", "H", "H", "H", "H", "H"],
  "xyz": [[-1.47304, -0.81276, 0.19167], [-2.90580, -0.79326, 0.08184], [-1.15716, 0.52543, 0.19484], [1.41039, 0.37470, 0.09316], [-3.28478, 0.44050, -0.11787], [0.26685, 1.29336, 0.19965], [-2.23043, 1.28093, 0.01763], [-0.95441, -1.76664, 0.23097], [-3.62312, -1.55694, 0.06680], [1.37291, -0.29762, -0.77968], [2.34151, 1.09400, 0.18485], [1.16192, -0.35110, 0.97976], [0.08166, 2.23300, -0.15593]],
  "atomic_forces_ev_per_a": [[-4.30, -3.52, -0.13], [5.59, -2.98, 0.72], [8.02, 3.22, 0.48], [-0.30, 0.92, 1.66], [-4.11, 3.20, -1.04], [-6.05, -3.03, -0.14], [-0.05, 3.17, 0.07], [0.42, 0.69, 0.15], [-0.52, -0.99, -0.03], [0.40, 0.74, -0.14], [-1.53, -2.24, -0.07], [1.49, 1.40, -1.25], [0.93, -0.57, -0.27]],
  "lowdin_spin": [0.284, 0.230, 0.446, 0.015, 0.587, 0.198, 0.203, 0.010, 0.012, 0.005, -0.001, 0.005, 0.006],
  "orbital_gap_ev": [5.5, 7.4],
  "e_lumo_ev": [0.8566, -2.3240],
  "de_lowest_kcal_mol": 65.8,
  "spin_multiplicity": 3,
  "s_squared": 2.0072
}



No. 3
{
  "formula": "C4H4KO2",
  "method": "wB97M-V/def2-TZVPD",
  "symbols": ["O", "C", "C", "H", "H", "C", "C", "O", "K", "H", "H"],
  "xyz": [[1.95231, -3.96896, -0.07457], [1.65905, -3.93073, -1.24902], [0.86890, -2.81083, -1.83073], [1.94159, -4.74782, -1.94248], [1.34880, -1.82844, -1.86724], [-0.37581, -2.99283, -2.36971], [-1.16378, -1.87281, -2.86936], [-1.34385, -0.82633, -2.27561], [-2.34582, 1.56424, -1.96555], [-0.84196, -3.98115, -2.37329], [-1.31667, -1.97470, -3.97778]],
  "atomic_forces_ev_per_a": [[-0.23, 0.27, -1.09], [0.28, -0.59, 0.88], [-1.77, 0.30, -1.04], [-0.04, 0.07, 0.12], [-0.25, -0.20, 0.25], [1.56, -0.45, 1.97], [1.52, 0.42, -1.31], [-0.45, -0.14, -0.17], [0.04, -0.08, 0.04], [0.21, 0.15, -0.26], [-0.87, 0.25, 0.60]],
  "lowdin_charge": [0.086, -0.246, -0.001, 0.134, 0.129, -0.042, -0.242, -0.094, 1.000, 0.129, 0.146],
  "orbital_gap_ev": 9.0,
  "e_lumo_ev": -3.9817,
  "de_lowest_kcal_mol": 0.0,
  "total_charge": 1
}



No. 4
{
  "formula": "CH2N3O2P",
  "method": "wB97M-V/def2-TZVPD",
  "symbols": ["C", "N", "N", "N", "O", "O", "P", "H", "H"],
  "xyz": [[2.73580, -1.15719, 0.72130], [2.13050, -0.16045, 0.77710], [-1.01295, -1.16180, -0.30178], [-2.52202, 1.22551, 0.00114], [-1.52887, 1.89370, -0.08023], [-3.62130, 1.54542, -0.32846], [-2.16354, -0.63752, 0.55589], [1.43580, 0.55076, 0.89048], [-0.55174, -0.83137, -1.09652]],
  "atomic_forces_ev_per_a": [[-0.08, 0.36, -0.02], [-0.11, -0.40, 0.06], [-1.90, -0.33, 1.78], [0.79, -1.90, -0.05], [1.09, 1.06, 0.08], [-1.45, 0.37, -0.15], [0.54, -0.02, -0.34], [0.15, 0.08, -0.06], [0.97, 0.77, -1.29]],
  "lowdin_charge": [-0.086, 0.026, -0.277, -0.616, -0.038, -0.004, 0.967, 0.053, -0.025],
  "orbital_gap_ev": 8.7,
  "e_lumo_ev": -1.5742,
  "de_lowest_kcal_mol": 39.6
}